This record from the Open Molecules 2025 dataset describes C44H32BF6NO7P2RuS3 as an isolated structure. The level of theory is wB97M-V/def2-TZVPD.

Structure (XYZ):
```
97
Properties=species:S:1:pos:R:3:forces:R:3
Ru 0.368 0.054 -0.115 0.40 -0.19 1.87
O -1.667 -0.607 0.421 0.13 0.38 -0.27
S 0.559 -0.325 2.428 0.03 -0.10 -0.86
C 1.242 1.251 2.995 0.01 0.00 0.09
C 1.880 1.318 4.229 -0.04 -0.04 -0.02
C 2.415 2.522 4.656 -0.03 0.03 -0.03
C 2.289 3.664 3.872 0.00 -0.04 0.04
C 1.624 3.600 2.660 -0.02 -0.01 -0.01
C 1.110 2.387 2.207 0.03 -0.08 0.04
P 0.154 2.151 0.695 -0.21 0.06 -0.25
C -1.557 2.470 1.275 -0.06 0.03 -0.10
C -1.832 2.982 2.541 0.01 -0.04 -0.06
C -3.140 3.261 2.920 -0.02 -0.01 -0.02
C -4.183 3.048 2.032 0.04 0.01 0.05
C -3.917 2.540 0.767 0.02 -0.02 -0.03
C -2.616 2.238 0.393 0.10 0.09 0.04
C 0.508 3.596 -0.355 -0.02 0.00 0.01
C -0.512 4.279 -1.017 0.05 -0.03 -0.03
C -0.218 5.361 -1.834 -0.02 -0.03 -0.01
C 1.094 5.775 -1.997 0.03 0.00 -0.01
C 2.114 5.107 -1.335 0.01 -0.01 0.03
C 1.823 4.025 -0.519 -0.01 0.02 -0.03
C 2.102 -1.215 2.562 0.01 -0.04 0.07
C 2.348 -2.005 3.677 -0.01 0.00 0.01
C 3.601 -2.576 3.839 -0.01 0.02 -0.01
C 4.597 -2.348 2.897 -0.03 0.01 -0.01
C 4.328 -1.587 1.770 0.02 -0.02 0.03
C 3.070 -1.018 1.589 -0.02 0.03 0.02
P 2.617 -0.231 0.003 0.13 0.15 -0.39
C 3.234 -1.563 -1.091 -0.06 -0.06 0.08
C 2.814 -2.859 -0.775 0.03 -0.03 -0.03
C 3.267 -3.942 -1.501 0.02 0.01 -0.03
C 4.143 -3.750 -2.563 -0.03 0.01 0.03
C 4.569 -2.472 -2.878 0.01 -0.02 -0.01
C 4.123 -1.381 -2.141 0.07 0.05 -0.09
C 3.790 1.128 -0.219 0.03 0.04 0.10
C 4.503 1.647 0.860 0.01 0.06 -0.05
C 5.367 2.719 0.673 0.00 -0.01 -0.02
C 5.542 3.259 -0.593 -0.01 -0.01 0.02
C 4.827 2.749 -1.670 -0.03 0.05 0.01
C 3.937 1.704 -1.482 -0.07 0.08 0.01
H 1.970 0.434 4.845 0.01 0.00 0.00
H 2.924 2.571 5.610 0.00 0.00 0.00
H 2.699 4.605 4.213 0.00 0.00 0.00
H 1.503 4.493 2.061 0.00 -0.01 -0.01
H -1.033 3.171 3.243 0.04 0.00 0.03
H -3.338 3.656 3.907 0.00 0.00 0.00
H -5.199 3.281 2.322 0.00 0.01 0.00
H -4.725 2.385 0.063 0.00 0.00 0.00
H -2.420 1.833 -0.594 -0.01 0.01 0.04
H -1.542 3.981 -0.897 -0.03 -0.01 0.00
H -1.020 5.879 -2.342 0.00 0.00 0.00
H 1.321 6.622 -2.631 0.00 0.00 0.00
H 3.140 5.431 -1.445 0.02 0.00 0.00
H 2.623 3.533 0.014 0.11 -0.07 -0.01
H 1.567 -2.162 4.409 0.00 -0.01 0.00
H 3.802 -3.196 4.703 0.00 0.00 0.00
H 5.577 -2.789 3.026 0.00 0.00 0.00
H 5.089 -1.459 1.009 0.00 0.00 0.00
H 2.128 -3.022 0.048 -0.01 -0.01 -0.01
H 2.926 -4.938 -1.249 0.00 0.00 0.00
H 4.491 -4.596 -3.140 0.00 -0.01 0.00
H 5.261 -2.314 -3.695 0.00 0.00 -0.01
H 4.502 -0.399 -2.387 -0.02 -0.09 0.00
H 4.387 1.220 1.848 -0.01 0.00 0.03
H 5.913 3.119 1.517 0.00 0.01 0.00
H 6.232 4.080 -0.740 0.00 0.00 0.00
H 4.948 3.178 -2.656 0.00 0.01 0.00
H 3.340 1.352 -2.315 -0.01 0.03 0.03
F -1.750 -4.117 -2.225 -0.05 0.07 -0.01
C -1.752 -2.925 -2.817 -0.03 -0.09 0.09
F -2.631 -2.137 -2.191 0.03 -0.01 -0.04
F -2.123 -3.059 -4.081 0.01 -0.03 0.03
S -0.053 -2.218 -2.732 0.04 0.33 0.34
O 0.138 -1.901 -1.313 -0.08 -0.20 -0.39
O 0.761 -3.220 -3.324 0.07 0.07 -0.01
N -0.155 -0.931 -3.645 -0.11 0.09 0.20
S -0.345 0.493 -3.022 -0.24 -0.20 0.08
O -1.659 0.841 -2.559 0.13 -0.05 -0.19
O 0.750 0.835 -2.091 -0.31 -0.01 -0.13
C 0.001 1.551 -4.482 0.17 -0.10 -0.10
F -0.935 1.368 -5.396 -0.06 0.00 -0.05
F 1.190 1.262 -4.994 0.01 0.03 0.03
F -0.008 2.816 -4.078 -0.02 0.04 0.03
O -3.734 -1.497 1.388 0.08 0.02 0.02
B -2.912 -0.749 0.402 -0.33 -0.11 -0.16
O -3.908 -0.270 -0.589 0.08 -0.05 0.00
C -5.080 -0.692 -0.227 -0.07 -0.10 0.13
C -6.312 -0.495 -0.863 0.15 0.02 0.03
C -7.396 -1.056 -0.250 -0.08 -0.10 0.15
C -7.292 -1.806 0.973 -0.09 0.07 -0.13
C -6.102 -2.014 1.612 0.11 0.03 -0.03
C -4.976 -1.450 1.004 -0.03 0.08 -0.15
H -6.380 0.065 -1.784 0.01 0.00 -0.01
H -8.376 -0.941 -0.694 -0.01 -0.01 0.01
H -8.199 -2.220 1.393 -0.01 0.01 -0.01
H -6.018 -2.578 2.529 0.01 0.00 0.00
```
Positions in Å, forces in eV/Å.

Results
Relative energy (zero: lowest compared OMol25 entry of this formula, charge and spin) (kJ/mol): 70.3
Net charge: +1
Lowest unoccupied orbital energy (spin up / spin down) (eV): -2.06 / -5.57
⟨S²⟩: 0.764
Spin multiplicity: 2
HOMO-LUMO gap (spin up / spin down) (eV): 8.670 / 5.152
E (eV): -132615.38643

=====

This record from the Open Molecules 2025 dataset describes C44H33N7O5OsP as an isolated structure. The level of theory is wB97M-V/def2-TZVPD.

Structure (XYZ):
```
91
Properties=species:S:1:pos:R:3:forces:R:3
Os 0.247 1.169 -1.349 -0.96 -0.34 0.43
C -4.785 -3.455 10.571 0.01 -0.04 -0.18
O -4.864 -3.969 9.225 -0.13 -0.15 0.22
C -4.301 -3.334 8.231 0.17 0.20 -0.26
C -4.447 -3.936 6.955 -0.02 0.04 0.24
C -3.896 -3.350 5.860 0.09 0.13 -0.05
C -3.172 -2.136 5.977 -0.02 0.00 0.11
C -3.032 -1.546 7.253 0.04 -0.01 -0.22
C -3.581 -2.122 8.365 -0.14 -0.20 0.08
C -2.612 -1.560 4.807 -0.03 -0.02 0.08
N -2.707 -2.089 3.579 0.07 0.09 -0.11
C -2.051 -1.254 2.770 -0.13 -0.23 -0.03
C -1.522 -0.160 3.484 0.27 0.41 -0.09
N -1.889 -0.379 4.773 -0.05 -0.09 -0.04
C -0.783 0.868 2.859 -0.25 -0.35 0.22
C -0.190 1.977 3.499 0.14 0.21 -0.05
C 0.520 2.881 2.755 -0.08 -0.07 0.17
C 0.643 2.687 1.372 -0.02 -0.11 -0.17
N 0.086 1.661 0.745 0.18 0.20 0.01
C -0.617 0.751 1.460 -0.19 -0.28 -0.20
C -1.143 -0.343 0.719 0.14 0.31 0.19
N -0.888 -0.377 -0.630 0.63 0.94 -0.38
C -1.291 -1.465 -1.321 -0.08 -0.40 -0.07
C -2.021 -2.490 -0.751 0.12 0.16 -0.23
C -2.310 -2.451 0.602 0.02 0.10 0.18
C -1.850 -1.371 1.357 -0.12 -0.14 0.12
H -5.332 -4.168 11.175 0.00 0.01 0.03
H -5.259 -2.476 10.621 0.01 0.02 0.04
H -3.744 -3.411 10.889 0.00 0.02 0.04
H -5.004 -4.860 6.894 0.00 0.00 -0.02
H -4.000 -3.800 4.883 -0.01 -0.02 0.00
H -2.484 -0.620 7.378 0.00 0.00 0.02
H -3.465 -1.659 9.333 0.01 0.01 -0.01
H -1.682 0.205 5.566 -0.02 -0.03 0.02
H -0.284 2.114 4.568 -0.01 -0.01 0.00
H 0.991 3.739 3.213 0.01 0.00 0.00
H 1.204 3.379 0.758 0.01 0.01 0.01
H -1.020 -1.501 -2.365 0.00 0.01 0.07
H -2.337 -3.313 -1.376 -0.01 0.00 0.01
H -2.862 -3.246 1.089 0.00 0.00 0.01
N -1.032 1.607 -4.106 -0.10 0.12 0.14
P 0.329 0.675 -3.640 0.14 0.00 -0.30
C 1.664 1.251 -4.708 0.00 -0.08 0.02
C 1.582 0.906 -6.064 0.00 -0.09 -0.01
C 2.540 1.351 -6.955 0.02 0.03 0.00
C 3.599 2.131 -6.503 -0.01 -0.01 -0.03
C 3.685 2.479 -5.165 -0.03 0.00 0.03
C 2.716 2.050 -4.267 -0.03 0.11 -0.05
C -0.039 -0.960 -4.297 -0.05 0.01 0.02
C 1.011 -1.876 -4.386 0.01 -0.01 0.07
C 0.776 -3.149 -4.880 0.01 0.01 0.01
C -0.499 -3.508 -5.300 -0.01 0.00 0.00
C -1.546 -2.599 -5.216 0.00 -0.01 0.00
C -1.322 -1.327 -4.708 0.01 0.04 -0.05
C -1.498 2.593 -3.293 -0.03 -0.09 -0.20
C -2.372 3.574 -3.778 -0.02 0.03 0.03
C -2.813 4.560 -2.938 0.00 -0.04 -0.05
C -2.392 4.571 -1.596 0.05 -0.06 0.04
C -1.556 3.590 -1.171 -0.11 0.12 0.11
N -1.092 2.589 -1.988 0.50 -0.33 0.20
H -1.298 1.669 -5.080 0.04 0.05 -0.02
H 0.783 0.268 -6.425 0.02 0.02 0.00
H 2.471 1.082 -8.000 0.00 0.00 0.00
H 4.355 2.468 -7.200 0.00 0.00 0.00
H 4.504 3.094 -4.815 0.00 0.00 0.00
H 2.778 2.374 -3.243 0.01 -0.01 0.11
H 2.014 -1.594 -4.087 0.00 0.00 0.00
H 1.592 -3.855 -4.953 0.00 0.00 0.00
H -0.675 -4.496 -5.703 0.00 0.00 0.00
H -2.535 -2.876 -5.556 0.00 0.00 0.00
H -2.146 -0.626 -4.641 0.00 -0.01 0.00
H -2.673 3.542 -4.816 0.00 0.01 0.00
H -3.482 5.326 -3.307 0.00 0.00 0.00
H -2.725 5.332 -0.907 -0.01 0.00 0.00
H -1.226 3.544 -0.147 0.01 -0.01 -0.01
O 2.053 2.189 -1.173 -0.28 -0.20 -0.23
C 2.705 1.097 -0.947 0.32 -0.01 0.00
O 1.966 0.064 -0.914 -0.08 0.04 0.02
C 4.151 1.052 -0.800 -0.05 0.01 -0.01
C 4.900 2.230 -0.743 0.01 0.01 -0.02
C 6.278 2.160 -0.643 -0.01 0.01 0.01
C 6.912 0.923 -0.610 -0.01 0.01 0.02
C 6.144 -0.225 -0.683 0.02 0.02 -0.14
C 4.771 -0.194 -0.773 0.00 0.00 0.02
N 6.812 -1.547 -0.670 -0.11 -0.07 0.49
O 6.112 -2.511 -0.899 0.04 0.01 -0.15
O 7.981 -1.567 -0.372 0.05 0.03 -0.19
H 4.402 3.190 -0.778 0.00 0.00 0.00
H 6.867 3.065 -0.591 0.00 0.00 0.00
H 7.987 0.838 -0.533 0.00 0.00 0.00
H 4.210 -1.115 -0.830 0.01 0.00 -0.01
```
Positions in Å, forces in eV/Å.

Results
Relative energy (zero: lowest compared OMol25 entry of this formula, charge and spin) (kJ/mol): 2.5
Net charge: +3
Lowest unoccupied orbital energy (spin up / spin down) (eV): -11.36 / -11.36
HOMO-LUMO gap (spin up / spin down) (eV): 2.629 / 2.617
E (eV): -78564.38408